Record 1
The following is a DFT calculation (ωB97M-V/def2-TZVPD) of a cluster of 31 separate species, C30H114N2O32 in total.

Calculated values
LUMO level in eV: 0.06
Multiplicity: 1

XYZ file:
```
178
C30H114N2O32, DFT ωB97M-V/def2-TZVPD
C -5.90018 0.12483 -0.06318
O -6.21162 0.68783 1.23464
C -5.23388 1.66427 1.66684
C -3.72146 1.36186 1.22526
C -2.75969 1.98589 2.37131
C -2.84037 3.58230 2.50469
C -2.13499 3.96602 3.92416
C -0.62132 3.40120 3.99976
C -0.46636 2.01117 4.79726
C 0.71725 1.11313 4.13120
C 2.13830 1.55760 4.70967
C 3.41787 0.95750 3.91397
C 3.22126 -0.32283 2.93317
C 3.18007 0.43661 1.52085
C 2.92185 -0.38974 0.15446
C 2.26170 -1.83751 0.38856
C 0.67430 -1.64830 0.56288
C 0.00696 -1.88890 -0.88857
C -1.42287 -1.16119 -1.03134
C -1.29343 0.39581 -1.49683
C -0.57168 0.54787 -2.93279
C 0.66733 1.57278 -2.96269
C 0.38239 2.97486 -2.19501
C 1.07745 4.23915 -2.95951
C 2.15793 5.01802 -2.05425
C 1.57299 6.30867 -1.28353
N 1.92375 6.27164 0.17314
C 1.45538 5.14146 0.94906
C 2.04157 5.43010 2.34677
C 2.81593 6.78166 2.35554
C 2.70053 7.24739 0.88567
N 4.35415 1.38052 1.56711
C 4.24539 1.97276 2.94112
O 4.75924 3.08483 3.21612
H -5.48715 0.86962 -0.82251
H -5.17083 -0.75422 0.12621
H -6.85352 -0.33496 -0.48947
H -5.25110 1.66982 2.82356
H -5.47037 2.74281 1.35446
H -3.46128 0.23984 1.18375
H -3.42729 1.91013 0.25035
H -1.70772 1.57307 2.20338
H -3.15250 1.55720 3.37140
H -2.35176 4.12848 1.61870
H -3.92858 3.95435 2.54092
H -2.04193 5.11917 3.90499
H -2.75680 3.65769 4.83021
H -0.23420 3.25786 2.93646
H -0.02146 4.17994 4.60226
H -1.45958 1.42435 4.79630
H -0.09612 2.25812 5.85276
H 0.50465 -0.01594 4.32077
H 0.68434 1.22666 2.97971
H 2.25942 1.24681 5.81369
H 2.19438 2.69708 4.62860
H 4.24890 0.69929 4.67707
H 2.37647 -1.02365 3.23758
H 4.18069 -0.93322 3.10123
H 2.29431 1.16811 1.54072
H 2.19098 0.22370 -0.49935
H 3.94907 -0.45816 -0.37351
H 2.76015 -2.44346 1.22834
H 2.42476 -2.45814 -0.57207
H 0.45256 -0.58842 0.92595
H 0.32062 -2.41748 1.34624
H 0.77026 -1.54438 -1.66776
H -0.12298 -3.02084 -1.04540
H -2.02477 -1.20122 -0.05606
H -2.03498 -1.77857 -1.80009
H -2.37643 0.75763 -1.62071
H -0.74311 0.92720 -0.64388
H -1.36292 0.91867 -3.66891
H -0.18042 -0.46296 -3.29105
H 0.85706 1.82671 -4.06338
H 1.63315 1.09917 -2.56535
H 0.75908 2.84801 -1.12417
H -0.74702 3.18197 -2.17635
H 1.66048 3.78198 -3.84219
H 0.29574 4.99990 -3.30496
H 2.63652 4.24427 -1.35719
H 3.02059 5.40945 -2.71894
H 2.10900 7.24002 -1.70553
H 0.44811 6.47154 -1.44774
H 0.81914 4.27239 0.59156
H 1.96764 4.80258 3.28866
H 3.33589 7.26097 3.24527
H 3.18551 8.20689 0.49419
H 5.26876 0.91489 1.46261
O 4.95363 -3.11866 -0.16361
H 5.46788 -3.50815 -0.88195
H 5.58154 -2.53454 0.28297
O 4.98071 -6.45325 0.68919
H 5.00128 -5.58529 0.26687
H 5.41577 -6.31062 1.53938
O -2.53617 -3.49300 -3.18271
H -2.94352 -4.34556 -2.97772
H -3.23023 -3.01000 -3.65057
O -2.12716 -3.39139 -6.58375
H -2.19462 -3.17757 -5.64587
H -1.37221 -3.99367 -6.63219
O -2.68741 -6.05628 -6.66364
H -2.32236 -6.68875 -7.29536
H -3.27915 -5.50947 -7.19531
O -4.94158 -2.63831 -1.88084
H -5.67457 -2.67302 -1.25286
H -4.21789 -3.09127 -1.42162
O 4.89366 2.29771 6.67803
H 4.59802 2.33120 5.75859
H 5.72039 2.79881 6.67750
O -3.28151 -7.40750 -4.03068
H -3.58362 -7.37188 -4.94981
H -2.45280 -6.91486 -4.03960
O 0.28731 -4.01068 -8.14161
H 0.65614 -4.64065 -8.77660
H -0.30557 -3.46315 -8.67274
O -0.41396 -2.42148 4.13355
H -0.02155 -2.70383 4.97034
H -1.36469 -2.44796 4.30164
O -0.58182 3.78564 -5.54155
H -0.99640 2.94557 -5.30931
H -1.27576 4.26692 -6.01276
O -3.13237 -3.60023 0.13445
H -2.94712 -3.20445 1.00034
H -2.25605 -3.76943 -0.23881
O -6.97084 -3.90701 -3.40072
H -6.46805 -4.30068 -4.12396
H -6.33172 -3.32572 -2.95850
O 1.00108 -4.70492 2.77203
H 0.52598 -3.91541 3.06402
H 0.60160 -5.41992 3.28174
O -5.59685 -7.92568 -5.20795
H -5.19827 -8.20717 -4.37511
H -6.54435 -7.94108 -5.02871
O -1.15791 4.67986 6.68931
H -1.61798 5.52955 6.72784
H -0.35997 4.82459 7.21244
O -1.43117 7.88753 7.25524
H -1.92266 8.25441 8.00031
H -0.83914 8.60225 6.99087
O 7.50023 3.45564 5.34116
H 7.20372 3.48902 4.42138
H 8.32521 3.95550 5.33991
O 0.29487 -5.84952 5.40725
H 1.18626 -6.22057 5.37964
H -0.00808 -6.03400 6.30474
O -7.32709 -8.48332 -3.24347
H -7.04591 -7.75091 -2.67912
H -8.06572 -8.87788 -2.76396
O -3.01130 -6.71197 0.73985
H -2.99000 -5.84390 0.31542
H -2.56090 -6.57142 1.58121
O -1.33345 5.06888 -8.06588
H -1.64648 5.09118 -8.97808
H -0.49974 5.55502 -8.09242
O -4.13546 -2.30287 2.43005
H -4.97267 -2.11854 1.98503
H -3.82766 -1.43278 2.71788
O 2.74453 4.00810 -6.28516
H 3.15269 3.73745 -5.45436
H 1.79591 4.00278 -6.09278
O 1.56627 -0.99452 -7.02289
H 1.16957 -1.25574 -6.18316
H 1.31499 -1.70316 -7.63008
O 7.55807 -1.12657 -0.15095
H 7.57834 -0.25940 -0.57486
H 7.99348 -0.98170 0.69850
O 6.15871 -8.21814 2.97964
H 5.36213 -8.71425 2.75318
H 6.70737 -8.85763 3.44922
O -4.06141 0.42265 5.42005
H -3.80922 1.15053 6.00276
H -4.80261 0.00424 5.87529
O 2.60580 -6.00284 -9.07850
H 2.78945 -5.60697 -8.21679
H 3.48052 -6.17417 -9.44755
O 4.90363 9.15453 -0.69436
H 5.38619 8.73407 -1.41661
H 5.55469 9.73968 -0.28820
```



Record 2
The following is a DFT calculation (ωB97M-V/def2-TZVPD) of an isolated molecule of C19H25N5O3S.

Calculated values
SMILES: CCC(CC)c1nnc(NC(=O)c2ccc(N3CCCCC3)c([N+](=O)[O-])c2)s1
LUMO level in eV: -0.48
Multiplicity: 1

XYZ file:
```
53
C19H25N5O3S, DFT ωB97M-V/def2-TZVPD
C -4.97566 -2.23373 -1.97394
C -4.45538 -2.79751 -0.65776
C -3.03019 -2.32070 -0.34873
C -2.47294 -3.02692 0.90036
C -1.02966 -2.64227 1.20286
C -3.01836 -0.85024 -0.13926
N -3.87049 -0.19047 0.54866
N -3.63606 1.10972 0.63660
C -2.56989 1.49008 0.02008
N -2.19285 2.80050 -0.05568
C -0.96226 3.35118 -0.36044
O -0.87990 4.51628 -0.67398
C 0.20051 2.44447 -0.23871
C 1.24531 2.51664 -1.16936
C 2.31560 1.66452 -1.09838
C 2.42076 0.68827 -0.08263
N 3.36578 -0.27700 -0.12280
C 4.66896 -0.08214 -0.71630
C 4.88079 -0.99777 -1.92030
C 4.70603 -2.44459 -1.47072
C 3.33430 -2.60715 -0.82678
C 3.13941 -1.62751 0.33686
C 1.44191 0.74932 0.94341
N 1.60788 0.08561 2.19710
O 0.60857 -0.13531 2.85679
O 2.73936 -0.17402 2.56709
C 0.33640 1.58548 0.83687
S -1.73965 0.17146 -0.80778
H -4.32450 -2.51612 -2.79930
H -5.97320 -2.61368 -2.17875
H -5.02758 -1.14858 -1.93011
H -5.10929 -2.48740 0.15728
H -4.45382 -3.88827 -0.70397
H -2.37923 -2.55186 -1.19936
H -3.10516 -2.77994 1.75403
H -2.53304 -4.10415 0.73186
H -0.40617 -2.76774 0.31792
H -0.63272 -3.27170 1.99546
H -0.96177 -1.60999 1.53755
H -2.94734 3.46692 0.07035
H 1.17078 3.23539 -1.97089
H 3.06646 1.70603 -1.87071
H 4.80206 0.96550 -0.98265
H 5.41417 -0.32931 0.05106
H 5.87873 -0.83880 -2.32994
H 4.14950 -0.76091 -2.69590
H 4.80340 -3.12233 -2.32010
H 5.48325 -2.69729 -0.74647
H 2.56042 -2.41978 -1.57529
H 3.20556 -3.62336 -0.45278
H 2.11637 -1.73488 0.69838
H 3.82292 -1.86297 1.16066
H -0.38212 1.57989 1.64475
```



Record 3
The following is a DFT calculation (ωB97M-V/def2-TZVPD) of a structure of composition C27H28F5IN8ORuS2.

Calculated values
Charge: +1
LUMO level (spin up / spin down) in eV: -2.08 / -5.11
Expectation value of S²: 8.80
Multiplicity: 6

XYZ file:
```
73
C27H28F5IN8ORuS2, DFT ωB97M-V/def2-TZVPD
Ru -0.02325 -0.49087 0.32455
C 0.63353 3.71866 0.96338
C 0.44984 2.24972 1.10314
N 0.23192 1.42743 -0.00979
N 0.20211 2.02268 -1.22400
C 0.12323 1.17464 -2.19977
N 0.08042 1.61431 -3.48626
S 0.18980 -0.56066 -1.94745
C 0.44536 1.59448 2.33775
C 0.62128 2.25668 3.57885
C 0.57950 1.53811 4.74193
C 0.34480 0.15469 4.69329
C 0.17095 -0.43960 3.46210
N 0.23495 0.23378 2.31559
H 0.51796 4.02094 -0.07173
H 1.62647 4.01906 1.30903
H -0.09867 4.25531 1.57079
H -0.13316 2.58939 -3.62239
H -0.25304 0.98033 -4.19114
H 0.78494 3.32433 3.59247
H 0.71885 2.03524 5.69239
H 0.29036 -0.44346 5.59052
H -0.04221 -1.49735 3.37377
C 3.48326 0.54463 -0.97343
C 3.40355 -0.39938 0.17197
N 2.31740 -0.93296 0.69019
C 2.72829 -1.75659 1.71679
C 4.08126 -1.73020 1.80791
N 4.49326 -0.86367 0.82315
H 2.56415 1.12000 -1.05188
H 3.63224 0.00582 -1.91033
H 4.31297 1.23911 -0.84004
H 2.03013 -2.32583 2.30641
H 4.77054 -2.22868 2.46470
H 5.44346 -0.60964 0.61283
I -3.18165 2.77434 0.36830
C -3.76472 1.23334 -0.93627
C -5.01690 1.31806 -1.53511
C -5.39153 0.28843 -2.37961
C -4.51366 -0.76623 -2.58999
C -3.28970 -0.73906 -1.94631
N -2.91703 0.24598 -1.12464
H -5.66558 2.16018 -1.34401
H -6.35677 0.31070 -2.86815
H -4.76829 -1.59041 -3.24134
H -2.56544 -1.53414 -2.08555
F 2.37353 -7.50153 -0.83009
C 1.73260 -6.39574 -0.49210
C 0.68469 -6.44559 0.41427
F 0.32236 -7.60661 0.94637
C 0.02875 -5.28120 0.75719
F -0.96752 -5.37215 1.63751
C 0.37793 -4.02878 0.22797
S -0.59822 -2.68742 0.79092
C 1.43219 -4.02232 -0.68565
F 1.81982 -2.89937 -1.28504
C 2.09901 -5.18052 -1.04456
F 3.09252 -5.12589 -1.92660
C -3.29149 0.74631 3.88068
N -3.94747 -0.32970 3.15387
C -5.22231 -0.80914 3.66657
C -3.37233 -0.85837 2.05757
C -4.12223 -1.95344 1.34369
O -2.29304 -0.43431 1.63095
H -3.98698 1.57484 4.01777
H -2.43564 1.08974 3.30808
H -2.95625 0.40096 4.86143
H -5.52996 -0.15987 4.48204
H -5.14858 -1.82594 4.05616
H -5.99987 -0.77881 2.90352
H -4.39409 -2.76789 2.01470
H -3.49644 -2.33514 0.54402
H -5.04470 -1.55338 0.91691
```



Ordered relative energy (zero: lowest compared OMol25 entry of this formula, charge and spin) results: 160.35 87.65 4.02; unit kcal/mol.
Ordered F_max results: 0.1191 0.0355 0.0168; unit Eh/bohr.
Ordered calculated total energy results: -3728.31247 -1636.61525 -3247.00661; unit Eh.